Entry 1:
# C60H141N10O4

11 unconnected molecules or ions with the total composition C60H141N10O4 (wB97M-V/def2-TZVPD, the Open Molecules 2025 dataset).

Each line ends with the Löwdin charge.
Element x y z (Å)
N 0.31 -1.14 0.15  0.30
H 1.24 -1.14 -0.24  0.06
H 0.21 -0.44 0.87  0.07
H -0.05 -2.07 0.33  0.08
H -0.18 -0.73 -0.64  0.07
C -2.62 2.59 -1.28  -0.07
C -3.23 3.63 -0.63  -0.44
C -2.78 3.90 0.91  -0.33
O -3.09 4.87 1.56  0.03
C -1.88 2.93 1.51  -0.08
C -1.41 1.87 0.91  -0.43
C -1.78 1.70 -0.62  -0.30
O -1.26 0.79 -1.38  -0.14
O -0.61 1.16 1.60  -0.14
O -4.04 4.36 -1.10  0.04
H -2.74 2.60 -2.35  0.09
H -1.65 3.12 2.55  0.10
C -2.55 1.18 4.72  -0.07
C -3.72 0.50 5.45  -0.23
N -3.57 0.35 6.89  -0.21
C -2.33 -0.26 7.33  -0.27
C -2.03 -1.71 6.84  -0.09
C -3.91 1.57 7.61  -0.23
C -5.44 1.88 7.35  -0.08
H -2.27 2.14 5.16  0.08
H -2.93 1.37 3.72  0.07
H -1.62 0.62 4.61  0.05
H -4.53 1.17 5.19  0.10
H -3.87 -0.51 5.06  0.11
H -1.41 0.22 7.00  0.09
H -2.35 -0.36 8.41  0.11
H -2.98 -2.23 6.76  0.07
H -1.54 -1.57 5.87  0.04
H -1.42 -2.24 7.57  0.07
H -3.19 2.34 7.35  0.10
H -3.75 1.44 8.69  0.10
H -5.91 2.63 7.99  0.05
H -6.07 1.02 7.58  0.07
H -5.59 2.34 6.38  0.06
C -1.47 5.41 -6.93  -0.08
C -1.41 4.46 -5.66  -0.20
N -0.67 3.15 -5.90  -0.19
C -0.26 2.29 -4.78  -0.22
C 0.86 2.99 -3.91  -0.06
C -1.38 2.40 -6.93  -0.28
C -2.82 2.09 -6.54  -0.09
H -0.55 5.33 -7.53  0.07
H -1.71 6.44 -6.68  0.06
H -2.30 5.18 -7.60  0.05
H -0.77 4.90 -4.89  0.10
H -2.40 4.36 -5.20  0.10
H -1.12 2.04 -4.16  0.09
H 0.17 1.38 -5.19  0.10
H 1.36 2.14 -3.43  0.03
H 1.53 3.65 -4.47  0.07
H 0.42 3.66 -3.18  0.06
H -0.96 1.41 -7.10  0.10
H -1.20 2.86 -7.91  0.10
H -3.29 1.40 -7.24  0.07
H -3.38 3.03 -6.55  0.06
H -3.03 1.66 -5.56  0.06
C -4.10 -2.13 1.44  -0.05
C -2.57 -1.81 1.16  -0.18
N -1.67 -3.00 0.81  -0.20
C -2.21 -3.76 -0.32  -0.27
C -2.51 -3.00 -1.58  -0.07
C -1.35 -3.83 2.02  -0.22
C -0.68 -3.05 3.17  -0.08
H -4.14 -2.99 2.11  0.06
H -4.93 -2.14 0.73  0.07
H -4.36 -1.36 2.17  0.06
H -2.55 -1.20 0.25  0.09
H -2.13 -1.14 1.89  0.09
H -1.37 -4.45 -0.43  0.07
H -3.11 -4.28 -0.03  0.11
H -3.58 -2.77 -1.53  0.06
H -2.13 -1.98 -1.69  0.06
H -2.26 -3.59 -2.46  0.07
H -0.72 -4.62 1.61  0.08
H -2.19 -4.34 2.49  0.10
H -1.19 -2.12 3.42  0.06
H 0.37 -2.83 3.00  0.05
H -0.52 -3.61 4.09  0.07
C 9.74 -4.28 -3.21  -0.09
C 8.26 -4.25 -3.65  -0.23
N 7.44 -4.31 -2.40  -0.19
C 6.21 -5.14 -2.59  -0.24
C 5.40 -4.71 -3.78  -0.08
C 7.25 -2.98 -1.76  -0.26
C 6.60 -2.95 -0.41  -0.11
H 10.40 -3.97 -4.02  0.06
H 9.99 -5.31 -2.96  0.07
H 10.09 -3.65 -2.39  0.06
H 7.90 -3.34 -4.13  0.11
H 7.98 -5.13 -4.22  0.10
H 5.65 -5.07 -1.66  0.09
H 6.53 -6.18 -2.47  0.11
H 4.32 -4.82 -3.78  0.05
H 5.78 -5.35 -4.57  0.07
H 5.44 -3.62 -3.89  0.07
H 8.16 -2.39 -1.73  0.11
H 6.66 -2.29 -2.37  0.09
H 5.62 -3.42 -0.41  0.05
H 7.10 -3.64 0.26  0.08
H 6.62 -1.99 0.11  0.07
C 1.01 5.07 1.30  -0.10
C 0.96 6.25 0.40  -0.25
N 1.04 7.48 1.24  -0.16
C 0.80 8.67 0.33  -0.26
C -0.69 8.83 0.02  -0.09
C 2.34 7.61 1.95  -0.25
C 2.14 8.61 3.09  -0.09
H 2.04 4.78 1.50  0.06
H 0.48 4.26 0.79  0.07
H 0.45 5.15 2.23  0.09
H 1.79 6.18 -0.31  0.11
H 0.04 6.25 -0.19  0.11
H 1.12 9.62 0.73  0.09
H 1.43 8.62 -0.56  0.10
H -1.28 9.20 0.86  0.07
H -0.81 9.49 -0.84  0.07
H -1.14 7.88 -0.29  0.06
H 3.11 7.93 1.25  0.10
H 2.77 6.70 2.36  0.10
H 1.64 8.16 3.95  0.07
H 1.34 9.30 2.82  0.05
H 3.05 9.15 3.36  0.06
C 2.41 -2.30 -3.01  -0.07
C 3.42 -2.02 -1.86  -0.21
N 2.97 -0.89 -1.00  -0.23
C 2.85 0.38 -1.72  -0.18
C 2.32 1.51 -0.72  -0.05
C 3.84 -0.80 0.10  -0.28
C 3.62 -1.89 1.23  -0.05
H 1.41 -2.70 -2.82  0.06
H 2.80 -3.14 -3.59  0.04
H 2.41 -1.43 -3.66  0.07
H 3.51 -2.94 -1.28  0.08
H 4.42 -1.95 -2.28  0.10
H 3.80 0.67 -2.16  0.12
H 2.07 0.19 -2.46  0.09
H 1.36 1.28 -0.26  0.06
H 2.97 1.99 0.02  0.05
H 2.15 2.42 -1.29  0.06
H 3.91 0.17 0.58  0.10
H 4.86 -0.89 -0.27  0.09
H 3.33 -2.88 0.88  0.05
H 2.82 -1.44 1.81  0.05
H 4.56 -1.88 1.78  0.07
C -6.89 1.36 -0.48  -0.08
C -7.27 0.72 -1.79  -0.31
N -6.60 1.27 -2.91  -0.15
C -5.11 1.02 -2.94  -0.20
C -4.74 -0.41 -3.39  -0.08
C -7.31 0.93 -4.17  -0.27
C -8.68 1.55 -4.24  -0.12
H -7.08 2.43 -0.39  0.09
H -5.85 1.12 -0.26  0.06
H -7.32 0.92 0.42  0.07
H -7.18 -0.37 -1.73  0.11
H -8.35 0.85 -1.85  0.09
H -4.63 1.66 -3.68  0.09
H -4.68 1.43 -2.03  0.08
H -3.65 -0.41 -3.38  0.06
H -5.03 -1.15 -2.64  0.05
H -5.12 -0.65 -4.38  0.06
H -7.46 -0.10 -4.47  0.10
H -6.73 1.43 -4.95  0.11
H -8.63 2.63 -4.12  0.08
H -9.35 1.27 -3.44  0.05
H -9.15 1.37 -5.21  0.07
C -0.41 -5.58 -4.39  -0.08
C 0.64 -6.22 -3.49  -0.27
N 0.18 -6.41 -2.11  -0.18
C 1.33 -6.47 -1.15  -0.23
C 1.50 -5.09 -0.59  -0.08
C -0.82 -7.47 -1.93  -0.23
C -1.37 -7.41 -0.49  -0.09
H 0.02 -5.72 -5.38  0.07
H -0.55 -4.53 -4.13  0.07
H -1.33 -6.16 -4.37  0.06
H 1.08 -7.15 -3.83  0.11
H 1.48 -5.52 -3.56  0.09
H 2.23 -6.95 -1.54  0.11
H 1.16 -7.12 -0.29  0.10
H 0.93 -4.93 0.32  0.05
H 1.29 -4.27 -1.28  0.06
H 2.49 -4.96 -0.14  0.06
H -1.71 -7.37 -2.55  0.11
H -0.37 -8.46 -1.96  0.11
H -0.74 -7.77 0.33  0.07
H -1.81 -6.44 -0.27  0.05
H -2.27 -8.02 -0.50  0.07
C 3.92 2.07 3.37  -0.07
C 3.40 0.71 3.91  -0.22
N 3.56 0.44 5.34  -0.19
C 2.91 -0.81 5.61  -0.25
C 1.37 -1.05 5.34  -0.07
C 3.01 1.50 6.13  -0.29
C 3.58 1.52 7.51  -0.09
H 3.59 2.33 2.36  0.05
H 5.00 2.11 3.23  0.07
H 3.61 3.01 3.84  0.06
H 2.35 0.62 3.62  0.10
H 4.03 -0.03 3.40  0.10
H 3.46 -1.65 5.18  0.11
H 3.06 -1.02 6.66  0.10
H 1.03 -2.08 5.47  0.06
H 0.73 -0.47 6.00  0.04
H 1.10 -0.65 4.36  0.05
H 1.93 1.47 6.07  0.12
H 3.36 2.45 5.71  0.10
H 4.67 1.48 7.40  0.08
H 3.13 0.77 8.16  0.07
H 3.28 2.45 7.99  0.07

Calculated values
calculated total energy	-3218.89372	a.u.
frontier orbital gap	5.51	eV
HOMO	-3.69	eV
energy relative to the best compared isomer or geometry (same formula, charge and spin)	0.000	eV
net charge	-1
M	1066.85	g mol⁻¹
LUMO	1.817	eV


Entry 2:
# C33H25GeMnN3S2

A molecular structure, C33H25GeMnN3S2 (wB97M-V/def2-TZVPD, the Open Molecules 2025 dataset).

Each line ends with the natural charge from an NBO analysis.
Element x y z (Å)
Mn 0.16 0.19 -0.06  0.90
S 2.32 0.09 1.02  -0.31
C 2.96 -1.30 0.21  -0.20
C 4.24 -1.71 0.55  -0.16
C 4.85 -2.81 -0.03  -0.18
C 6.18 -3.11 0.30  0.30
N 7.29 -3.30 0.56  -0.34
C 4.12 -3.58 -0.97  -0.18
C 2.85 -3.16 -1.34  -0.20
C 2.27 -2.02 -0.80  -0.05
S 0.73 -1.52 -1.46  -0.32
C 4.66 -4.76 -1.50  0.31
N 5.07 -5.75 -1.93  -0.35
H 4.78 -1.13 1.29  0.23
H 2.30 -3.72 -2.08  0.23
N 0.70 1.77 -0.77  -0.44
C 1.06 2.88 -0.78  0.43
C 1.46 4.20 -0.59  -0.13
C 2.45 4.45 0.37  -0.16
C 2.80 5.75 0.67  -0.21
C 2.18 6.81 0.01  -0.18
C 1.22 6.56 -0.97  -0.22
C 0.86 5.26 -1.27  -0.16
H 2.91 3.62 0.89  0.25
H 3.55 5.95 1.42  0.22
H 2.44 7.83 0.25  0.21
H 0.75 7.38 -1.48  0.22
H 0.10 5.06 -2.01  0.24
C -0.56 -1.16 1.34  -0.94
H -1.49 -1.66 1.07  0.20
H -0.73 -0.64 2.30  0.19
H 0.19 -1.94 1.52  0.21
C -2.02 3.06 1.04  -1.05
Ge -1.97 1.27 0.10  0.94
C -2.47 1.87 -1.77  -0.40
C -3.42 2.84 -2.07  -0.17
C -3.63 3.26 -3.37  -0.24
C -2.89 2.71 -4.41  -0.23
C -1.95 1.74 -4.13  -0.21
C -1.74 1.33 -2.83  -0.23
C -3.66 0.41 0.79  -0.36
C -4.24 0.86 1.95  -0.23
C -5.44 0.33 2.43  -0.21
C -6.08 -0.68 1.75  -0.20
C -5.48 -1.24 0.60  -0.08
C -6.05 -2.34 -0.08  -0.19
C -5.42 -2.89 -1.15  -0.22
C -4.20 -2.37 -1.61  -0.21
C -3.63 -1.31 -0.98  -0.18
C -4.25 -0.70 0.13  0.01
H -3.01 3.51 1.00  0.22
H -1.32 3.75 0.57  0.21
H -1.73 2.97 2.08  0.22
H -4.00 3.27 -1.26  0.19
H -4.38 4.02 -3.58  0.20
H -3.05 3.05 -5.42  0.20
H -1.36 1.31 -4.93  0.21
H -1.00 0.56 -2.62  0.21
H -3.76 1.65 2.51  0.20
H -5.88 0.73 3.34  0.20
H -7.02 -1.08 2.10  0.20
H -6.98 -2.75 0.30  0.20
H -5.86 -3.75 -1.66  0.20
H -3.71 -2.84 -2.45  0.21
H -2.66 -0.94 -1.30  0.22

Calculated values
multiplicity	5
calculated total energy	-5461.14473	a.u.
frontier orbital gap (alpha / beta)	5.76 / 5.80	eV
HOMO (alpha / beta)	-4.27 / -4.55	eV
net charge	-1
M	655.27	g mol⁻¹
LUMO (alpha / beta)	1.487 / 1.244	eV